(1)
ORCA calculation (the ωB97M-V functional and the def2-TZVPD basis) on an isolated molecule of C3H5NO2 at a distorted geometry.

Positions of all 11 atoms, in Å:
O1 -1.086 2.052 0.723
C1 -1.489 1.057 0.167
C2 -0.611 -0.124 -0.167
N1 0.761 0.105 0.260
C3 1.678 -0.868 -0.065
O2 1.341 -1.878 -0.658
H1 -2.555 0.959 -0.133
H2 -1.044 -1.021 0.303
H3 -0.672 -0.311 -1.250
H4 0.920 0.993 0.729
H5 2.756 -0.975 0.087

Computed properties:
net charge	0
frontier orbital gap	10.83	eV
energy above the lowest of the compared OMol25 structures with the same formula, charge and spin	28.46	kcal/mol
lowest unoccupied orbital energy	0.852	eV
SMILES string	O=CCNC=O

natural (NBO) atomic charges, in units of e: O -0.5282; C 0.4371; C -0.3356; N -0.6316; C 0.4893; O -0.6228; H 0.1233; H 0.2334; H 0.2372; H 0.4287; H 0.1691

(2)
ORCA calculation (the ωB97M-V functional and the def2-TZVPD basis) on an isolated molecule of C3H5NO2 at a distorted geometry.

Positions of all 11 atoms, in Å:
C1 1.059 -0.900 -0.502
C2 0.659 0.277 0.343
O1 1.190 0.638 1.349
N1 -0.567 1.004 -0.275
C3 -1.528 0.398 0.468
O2 -2.700 0.590 0.665
H1 0.225 -1.288 -1.087
H2 1.545 -1.706 0.055
H3 1.794 -0.459 -1.182
H4 -0.734 1.872 -0.802
H5 -0.944 -0.427 0.969

Computed properties:
net charge	0
frontier orbital gap	10.89	eV
energy above the lowest of the compared OMol25 structures with the same formula, charge and spin	36.43	kcal/mol
lowest unoccupied orbital energy	0.726	eV
SMILES string	CC(=O)NC=O

natural (NBO) atomic charges, in units of e: C -0.7242; C 0.7172; O -0.4889; N -0.7315; C 0.5490; O -0.5688; H 0.2417; H 0.2459; H 0.2526; H 0.4285; H 0.0785

(3)
ORCA calculation (the ωB97M-V functional and the def2-TZVPD basis) on C3H5NO2 as an isolated structure at a distorted geometry.

Positions of all 11 atoms, in Å:
N1 0.011 -0.864 1.417
C1 -0.348 -0.228 0.207
C2 -0.108 1.308 -0.448
O1 0.285 0.642 -1.651
C3 0.419 -0.575 -1.042
O2 1.140 -1.469 -1.372
H1 0.949 -1.231 1.513
H2 -0.675 -1.384 1.949
H3 -1.401 -0.040 0.098
H4 -0.962 1.974 -0.699
H5 0.691 1.867 0.028

Computed properties:
net charge	0
frontier orbital gap	10.31	eV
energy above the lowest of the compared OMol25 structures with the same formula, charge and spin	45.22	kcal/mol
lowest unoccupied orbital energy	0.785	eV

natural (NBO) atomic charges, in units of e: N -0.8376; C -0.1683; C -0.0863; O -0.4953; C 0.7493; O -0.5500; H 0.3912; H 0.3910; H 0.2391; H 0.1844; H 0.1824

(4)
ORCA calculation (the ωB97M-V functional and the def2-TZVPD basis) on an isolated molecule of C3H5NO2.

Positions of all 11 atoms, in Å:
O1 2.586 -0.129 -0.345
C1 1.405 0.025 -0.189
N1 0.595 -0.605 0.738
C2 -0.746 -0.505 0.211
C3 -0.703 0.922 -0.276
O2 0.606 0.867 -0.935
H1 0.945 -1.462 1.140
H2 -0.829 -1.028 -0.754
H3 -1.525 -0.865 0.879
H4 -0.624 1.742 0.442
H5 -1.565 1.105 -0.930

Computed properties:
net charge	0
frontier orbital gap	10.92	eV
energy above the lowest of the compared OMol25 structures with the same formula, charge and spin	12.53	kcal/mol
lowest unoccupied orbital energy	0.804	eV
SMILES string	O=C1NCCO1

natural (NBO) atomic charges, in units of e: O -0.5899; C 0.8743; N -0.6527; C -0.2480; C -0.0773; O -0.5053; H 0.4082; H 0.1805; H 0.2182; H 0.1919; H 0.2000

(5)
ORCA calculation (the ωB97M-V functional and the def2-TZVPD basis) on an isolated molecule of C3H5NO2.

Positions of all 11 atoms, in Å:
O1 2.182 -1.078 -0.620
N1 1.619 -0.091 -0.055
C1 0.338 0.060 0.038
C2 -0.740 0.984 0.560
O2 -1.726 0.080 0.038
C3 -0.733 -0.838 -0.472
H1 2.278 0.596 0.332
H2 -0.816 1.976 0.093
H3 -0.825 1.087 1.650
H4 -0.793 -1.827 -0.001
H5 -0.784 -0.949 -1.563

Computed properties:
net charge	0
frontier orbital gap	9.47	eV
energy above the lowest of the compared OMol25 structures with the same formula, charge and spin	101.48	kcal/mol
lowest unoccupied orbital energy	0.739	eV
SMILES string	[O-][NH+]=C1COC1

natural (NBO) atomic charges, in units of e: O -0.5486; N -0.0274; C 0.1278; C -0.0918; O -0.5207; C -0.0998; H 0.3672; H 0.1947; H 0.1946; H 0.2019; H 0.2022

(6)
ORCA calculation (the ωB97M-V functional and the def2-TZVPD basis) on a 2-piece molecular cluster, C3H5NO2 overall at a distorted geometry.

Positions of all 11 atoms, in Å:
C1 -0.428 1.379 0.058
C2 1.509 -0.237 0.678
O1 2.297 -0.645 1.383
N1 0.209 -1.772 -0.840
C3 -0.769 -1.200 -0.283
O2 -1.133 0.121 -0.379
H1 0.228 1.771 -0.736
H2 0.159 1.510 1.000
H3 -1.327 1.956 0.187
H4 0.694 -1.073 -1.407
H5 -1.439 -1.810 0.340

Computed properties:
net charge	0
frontier orbital gap	10.96	eV
energy above the lowest of the compared OMol25 structures with the same formula, charge and spin	73.08	kcal/mol
lowest unoccupied orbital energy	0.737	eV

natural (NBO) atomic charges, in units of e: C -0.2503; C 0.4808; O -0.5003; N -0.6562; C 0.4221; O -0.5785; H 0.1896; H 0.1953; H 0.1979; H 0.3392; H 0.1605

(7)
ORCA calculation (the ωB97M-V functional and the def2-TZVPD basis) on an isolated molecule of C3H5NO2 at a distorted geometry.

Positions of all 11 atoms, in Å:
C1 -0.609 -0.691 -0.266
C2 -0.078 -0.496 1.155
C3 0.632 0.732 0.608
H1 0.649 0.851 -2.543
H2 -0.478 -1.713 -0.691
H3 -1.631 -0.349 -0.285
H4 0.589 -1.290 1.494
H5 -0.838 -0.269 1.855
N1 0.477 0.294 -0.719
O1 0.136 1.232 -1.714
O2 1.150 1.700 1.105

Computed properties:
net charge	0
frontier orbital gap	10.55	eV
energy above the lowest of the compared OMol25 structures with the same formula, charge and spin	68.80	kcal/mol
lowest unoccupied orbital energy	0.650	eV
SMILES string	O=C1CCN1O

natural (NBO) atomic charges, in units of e: C -0.2383; C -0.5226; C 0.6673; H 0.4757; H 0.1996; H 0.2020; H 0.2349; H 0.2334; N -0.1766; O -0.5422; O -0.5331

(8)
ORCA calculation (the ωB97M-V functional and the def2-TZVPD basis) on an isolated molecule of C3H5NO2 at a distorted geometry.

Positions of all 11 atoms, in Å:
C1 -0.614 0.897 -0.013
C2 -0.417 -0.179 0.885
C3 0.394 -1.038 -0.122
H1 -1.360 -0.644 0.993
H2 0.438 -0.045 1.784
H3 1.036 -1.934 0.439
H4 -0.249 -1.415 -1.006
H5 0.265 1.687 -1.397
N1 0.811 1.342 -0.506
O1 -1.687 1.376 -0.165
O2 1.384 -0.048 -0.893

Computed properties:
net charge	0
frontier orbital gap	10.46	eV
energy above the lowest of the compared OMol25 structures with the same formula, charge and spin	117.71	kcal/mol
lowest unoccupied orbital energy	0.463	eV
SMILES string	O=C1CCON1

natural (NBO) atomic charges, in units of e: C 0.6517; C -0.5653; C -0.0935; H 0.2524; H 0.2670; H 0.2191; H 0.1993; H 0.3558; N -0.3468; O -0.5135; O -0.4261

(9)
ORCA calculation (the ωB97M-V functional and the def2-TZVPD basis) on an isolated molecule of C3H5NO2 at a distorted geometry.

Positions of all 11 atoms, in Å:
O1 -0.102 -0.678 -2.089
C1 -0.119 -1.095 -0.965
C2 -0.844 -0.367 0.508
N1 -0.243 0.942 0.581
C3 1.016 0.952 0.122
O2 1.572 -0.106 -0.153
H1 0.274 -2.100 -0.717
H2 -1.894 -0.231 0.879
H3 -0.372 -1.041 1.231
H4 -0.776 1.797 0.618
H5 1.488 1.928 -0.016

Computed properties:
net charge	0
frontier orbital gap	9.93	eV
energy above the lowest of the compared OMol25 structures with the same formula, charge and spin	48.90	kcal/mol
lowest unoccupied orbital energy	0.780	eV
SMILES string	O=CCNC=O

natural (NBO) atomic charges, in units of e: O -0.5551; C 0.4727; C -0.3376; N -0.5995; C 0.5197; O -0.5919; H 0.1222; H 0.2209; H 0.1968; H 0.4081; H 0.1436

(10)
ORCA calculation (the ωB97M-V functional and the def2-TZVPD basis) on an isolated molecule of C3H5NO2.

Positions of all 11 atoms, in Å:
C1 1.088 -1.123 0.201
C2 0.326 0.167 0.140
O1 -1.016 -0.042 0.401
N1 0.731 1.344 -0.045
C3 -1.964 0.709 -0.236
O2 -1.916 1.087 -1.366
H1 0.907 -1.705 -0.709
H2 0.752 -1.723 1.051
H3 2.160 -0.934 0.294
H4 1.739 1.358 -0.181
H5 -2.805 0.861 0.451

Computed properties:
net charge	0
frontier orbital gap	11.36	eV
energy above the lowest of the compared OMol25 structures with the same formula, charge and spin	21.99	kcal/mol
lowest unoccupied orbital energy	0.861	eV
SMILES string	[H]/N=C(\C)OC=O

natural (NBO) atomic charges, in units of e: C -0.6947; C 0.5675; O -0.5428; N -0.6480; C 0.6638; O -0.5221; H 0.2414; H 0.2391; H 0.2240; H 0.3496; H 0.1222